The following is a DFT calculation (ωB97M-V/def2-TZVPD) of a 11-piece molecular cluster, C36H94O15 overall at a distorted geometry.

The HOMO energy comes out at -9.311 eV. Its calculated total energy is -2556.40587 a.u. Its SMILES is CCOCC.CCOCC.CCOCC.CCOCC.CCOCC.CCOCC.CCOCC.OCCO.OCCO.OCCO.OCCO.

ORCA input file:
```
! wB97M-V def2-TZVPD RIJCOSX def2/J DEFGRID3
* xyz 0 1
C -5.420 -0.736 0.405
C -5.682 0.090 -0.891
O -4.468 0.170 -1.565
C -4.750 1.134 -2.604
C -3.664 1.326 -3.606
H -5.117 -0.132 1.242
H -6.424 -1.047 0.717
H -4.808 -1.563 0.220
H -6.475 -0.326 -1.472
H -5.960 1.094 -0.602
H -5.651 0.765 -3.167
H -4.999 2.035 -2.104
H -3.928 2.238 -4.228
H -3.603 0.454 -4.278
H -2.706 1.440 -3.096
C 2.115 -0.009 2.583
C 3.119 0.991 3.061
O 2.596 1.660 4.174
C 3.306 2.842 4.555
C 2.466 3.532 5.580
H 2.558 -0.617 1.729
H 1.687 -0.585 3.367
H 1.278 0.556 2.230
H 4.044 0.480 3.376
H 3.378 1.665 2.210
H 4.278 2.455 4.928
H 3.593 3.428 3.632
H 2.998 4.396 5.985
H 2.176 2.879 6.407
H 1.501 3.893 5.162
C -3.429 3.184 -0.078
C -3.183 4.592 -0.623
O -1.941 4.643 -1.272
C -1.771 5.961 -1.944
C -0.436 5.974 -2.543
H -3.184 2.498 -0.898
H -2.759 2.900 0.736
H -4.535 3.110 0.072
H -3.971 4.898 -1.352
H -3.308 5.313 0.212
H -2.598 5.971 -2.598
H -1.853 6.742 -1.149
H -0.328 5.110 -3.191
H 0.344 5.923 -1.762
H -0.210 6.943 -3.098
C -3.567 -3.841 -0.859
C -3.067 -5.232 -1.296
O -2.014 -5.613 -0.501
C -1.181 -6.589 -1.089
C 0.073 -6.663 -0.227
H -4.536 -3.643 -1.273
H -3.553 -3.796 0.247
H -3.017 -2.985 -1.219
H -3.982 -5.862 -1.122
H -2.861 -5.351 -2.368
H -1.575 -7.576 -1.167
H -0.937 -6.245 -2.070
H -0.174 -6.927 0.797
H 0.602 -5.658 -0.202
H 0.654 -7.495 -0.653
C 5.119 0.391 -0.474
C 4.204 -0.458 -1.338
O 4.159 0.034 -2.664
C 3.490 -0.829 -3.504
C 3.602 -0.261 -4.902
H 4.821 1.409 -0.346
H 5.226 -0.099 0.540
H 6.080 0.372 -0.948
H 4.515 -1.560 -1.430
H 3.208 -0.565 -0.882
H 3.888 -1.885 -3.427
H 2.431 -0.919 -3.228
H 3.175 0.727 -4.820
H 3.202 -0.784 -5.732
H 4.676 -0.012 -5.017
C 2.524 -4.187 2.076
C 3.374 -4.066 0.808
O 3.868 -5.388 0.526
C 4.876 -5.465 -0.471
C 5.515 -6.883 -0.246
H 1.731 -4.901 1.841
H 3.043 -4.603 2.961
H 2.093 -3.139 2.295
H 2.720 -3.787 -0.064
H 4.269 -3.393 0.923
H 4.448 -5.366 -1.458
H 5.610 -4.612 -0.299
H 6.390 -7.052 -0.868
H 4.722 -7.665 -0.282
H 5.858 -6.804 0.772
C 2.961 4.226 -1.965
C 1.757 3.289 -1.944
O 1.345 2.869 -3.227
C 0.407 1.890 -3.233
C 0.158 1.427 -4.635
H 2.732 5.201 -2.381
H 3.335 4.287 -0.963
H 3.702 3.813 -2.659
H 2.014 2.400 -1.317
H 0.878 3.747 -1.463
H 0.830 1.122 -2.536
H -0.441 2.270 -2.708
H -0.377 2.246 -5.141
H -0.495 0.594 -4.573
H 1.074 1.216 -5.127
O 2.036 4.350 1.066
C 1.000 3.575 1.652
C -0.143 4.415 2.272
O -0.868 5.305 1.403
H 1.642 5.153 0.704
H 0.610 2.886 0.928
H 1.420 2.916 2.428
H 0.192 5.047 3.102
H -0.862 3.717 2.739
H -1.066 4.871 0.559
O -2.868 -1.629 2.349
C -1.886 -2.249 3.176
C -1.755 -3.742 2.815
O -1.155 -3.887 1.528
H -2.643 -1.789 1.431
H -1.016 -1.660 3.089
H -2.214 -2.182 4.213
H -2.748 -4.145 2.881
H -1.204 -4.184 3.634
H -1.499 -4.696 1.119
O -4.104 1.600 2.862
C -3.103 2.034 3.735
C -1.900 1.139 3.655
O -1.259 1.066 2.399
H -4.182 0.664 2.933
H -2.802 3.073 3.471
H -3.464 2.017 4.728
H -2.245 0.106 3.966
H -1.117 1.420 4.436
H -1.679 0.413 1.812
O -0.249 -2.577 -0.771
C 0.122 -1.237 -0.432
C -0.984 -0.258 -0.831
O -2.067 -0.364 0.138
H -0.538 -2.993 0.073
H 0.395 -1.147 0.664
H 0.981 -0.909 -1.032
H -1.317 -0.538 -1.841
H -0.505 0.718 -0.704
H -2.811 0.062 -0.276
*
```